ORCA calculation (ωB97M-V/def2-TZVPD) on a structure of composition ClH46O23Zn in a non-equilibrium geometry.

The HOMO energy is -12.26 eV. The value obtained for the total energy is -108779.1478 eV. As for the relative energy (zero: lowest compared OMol25 entry of this formula, charge and spin): 0.0000 eV. The calculation puts the HOMO-LUMO gap at 9.1 eV.

Geometry as ORCA input:
```
! RIJCOSX wB97M-V def2-TZVPD def2/J DEFGRID3
* xyz 1 1
Zn -0.316 -0.223 0.317
Cl -1.084 0.660 2.440
O -0.799 0.226 -3.972
H -0.789 1.109 -3.603
H -0.862 0.361 -4.918
O -0.479 -4.063 -1.710
H -0.331 -3.453 -2.432
H -1.327 -4.463 -1.902
O 0.823 2.314 -2.738
H 0.469 3.051 -3.236
H 1.772 2.400 -2.824
O -1.134 -3.032 -4.256
H -1.111 -2.077 -4.205
H -1.183 -3.222 -5.193
O -4.166 -0.476 1.281
H -4.137 -0.725 2.205
H -4.909 -0.963 0.925
O -4.042 0.602 -2.874
H -4.091 0.415 -3.811
H -3.401 1.309 -2.803
O 0.308 -0.835 -1.666
H 1.008 -1.365 -2.047
H -0.227 -0.571 -2.414
O -0.173 -2.268 0.679
H -0.224 -3.024 0.094
H -0.172 -2.645 1.558
O -2.176 -0.300 -0.490
H -2.865 -0.076 0.137
H -2.640 -0.444 -1.314
O 2.833 -0.776 3.414
H 2.366 -0.620 4.235
H 3.456 -0.052 3.351
O 3.307 2.521 -0.753
H 4.102 2.717 -0.257
H 2.595 2.856 -0.207
O -2.180 1.611 5.300
H -1.664 2.273 5.760
H -1.574 1.236 4.661
O -0.846 -2.379 3.207
H -0.863 -2.567 4.145
H -1.010 -1.438 3.147
O -4.259 2.782 1.712
H -4.177 1.831 1.778
H -3.464 3.060 1.257
O 0.043 1.644 -0.420
H 0.290 1.885 -1.313
H -0.069 2.480 0.032
O 2.621 -4.099 -1.016
H 2.790 -3.282 -1.486
H 3.243 -4.723 -1.387
O 1.432 3.767 0.660
H 0.975 4.576 0.428
H 1.851 3.961 1.499
O -0.213 3.785 3.013
H -0.480 2.868 2.953
H -0.669 4.215 2.289
O 1.747 -0.175 0.999
H 2.568 -0.143 0.508
H 2.013 -0.366 1.898
O 2.324 -1.941 -3.519
H 2.627 -2.761 -3.909
H 2.341 -1.311 -4.239
O 2.203 -3.395 3.322
H 2.557 -2.506 3.306
H 2.467 -3.774 2.483
O 4.365 -1.212 0.512
H 4.646 -2.072 0.200
H 4.221 -1.332 1.451
O -1.944 3.908 0.118
H -1.949 4.828 0.381
H -2.364 3.901 -0.741
*
```